No. 1
{
  "formula": "C9H21N3O2SSeSiTl",
  "method": "wB97M-V/def2-TZVPD",
  "total_energy_ev": -106996.417,
  "charge": -1,
  "de_lowest_ev": 0.926,
  "lumo_energy_ev": 2.5,
  "e_homo_ev": -3.95,
  "elements": ["Tl", "N", "C", "C", "O", "O", "H", "H", "H", "H", "C", "Si", "C", "C", "Se", "H", "H", "H", "H", "H", "H", "H", "H", "H", "S", "C", "N", "C", "C", "C", "N", "H", "H", "H", "H", "H", "H", "H", "H"],
  "xyz": [[8.4097, 11.9337, 4.5233], [10.4931, 10.5334, 5.5708], [11.5478, 10.9679, 4.6999], [11.4991, 12.5669, 4.4637], [11.9786, 12.9952, 3.4299], [10.7485, 13.1950, 5.3176], [10.4375, 11.0743, 6.4164], [10.4656, 9.5586, 5.7047], [11.5159, 10.4564, 3.7268], [12.5464, 10.7354, 5.1396], [8.1868, 6.9380, 4.8809], [6.5698, 7.8097, 5.3717], [5.4256, 7.6193, 3.9238], [5.9533, 6.7254, 6.7999], [6.5403, 9.9096, 6.0240], [7.9800, 5.8643, 4.7386], [8.9577, 7.0071, 5.6714], [8.5564, 7.2674, 3.9351], [5.4156, 6.6119, 3.5828], [5.8510, 8.2369, 3.1297], [4.3851, 7.9296, 4.1321], [5.7908, 5.6829, 6.4539], [5.0964, 7.1276, 7.3467], [6.7479, 6.5443, 7.5193], [7.2668, 15.0528, 5.0651], [8.5095, 16.1416, 4.6435], [8.2466, 17.4417, 4.5291], [9.2918, 18.4893, 4.4176], [10.5162, 18.0555, 5.1840], [11.0066, 16.6343, 4.6670], [9.7898, 15.7437, 4.5694], [7.2664, 17.6576, 4.3300], [8.7819, 19.4135, 4.6956], [9.5072, 18.5033, 3.3394], [10.3772, 18.0100, 6.3291], [11.3837, 18.7636, 5.0394], [11.6946, 16.1804, 5.4315], [11.3921, 16.7443, 3.6137], [9.9456, 14.7191, 4.6796]],
  "forces_ev_per_angstrom": [[-0.3, -0.2, -0.2], [-0.7, 1.0, -0.6], [1.6, 1.2, 0.2], [-2.1, -1.2, 0.8], [0.8, 0.4, -0.3], [1.0, -0.6, -0.6], [0.2, -0.1, 0.3], [-0.1, -1.1, 0.4], [-0.2, 0.3, 0.2], [-0.3, 0.2, -0.4], [-0.2, -0.5, 0.8], [0.0, -0.2, 0.8], [-0.4, 0.7, -0.1], [0.2, -0.9, -0.2], [0.4, 0.5, 0.1], [-0.1, 0.2, 0.2], [-0.3, 0.1, -0.4], [0.5, 0.5, -0.6], [-0.1, -1.1, -0.4], [-0.2, 0.1, -0.1], [0.6, 0.0, -0.1], [-0.5, 0.5, -0.1], [0.0, -0.2, -0.2], [0.3, 0.5, 0.3], [-0.1, 0.2, -0.5], [0.8, -1.1, 0.8], [-0.6, 1.2, 0.0], [-1.2, -1.3, -1.0], [1.8, -0.4, 1.3], [-1.9, 0.4, -0.1], [0.5, 0.0, 0.2], [0.7, 0.0, 0.5], [0.6, 0.1, 0.2], [0.5, 0.6, 0.2], [-0.2, 0.0, -1.8], [-1.0, -0.5, 0.0], [-0.4, 0.3, -1.2], [0.2, -0.2, 1.3], [0.4, 0.6, 0.3]]
}

No. 2
{
  "formula": "C9H21N3O3",
  "method": "wB97M-V/def2-TZVPD",
  "s_squared": 2.0070,
  "total_energy_ev": -20263.350,
  "multiplicity": 3,
  "charge": 2,
  "de_lowest_ev": 0.000,
  "lumo_energy_ev": [-6.1, -11.1],
  "e_homo_ev": [-13.00, -16.81],
  "elements": ["C", "C", "C", "C", "C", "C", "C", "C", "C", "N", "N", "N", "O", "O", "O", "H", "H", "H", "H", "H", "H", "H", "H", "H", "H", "H", "H", "H", "H", "H", "H", "H", "H", "H", "H", "H"],
  "xyz": [[0.1964, -0.8146, -0.2852], [-0.2159, 0.6721, -0.4666], [-1.3446, 1.2064, 0.4343], [-1.1190, 0.5424, 1.8313], [-0.9761, -1.5559, 0.4782], [-1.9234, 0.9435, 3.0470], [-2.1518, -1.8266, -0.5080], [3.9783, 1.1154, -1.7264], [1.5833, 1.9353, -1.4112], [1.2429, -1.2534, -0.7924], [-0.6371, -2.9397, 1.0253], [2.5579, 0.8801, -1.9419], [-1.4381, -0.8888, 1.5833], [-2.5689, 1.0639, -0.1263], [0.9692, 1.3674, -0.2652], [-0.5461, 0.7261, -1.5870], [-0.9738, 2.1753, 0.5021], [-0.0055, 0.6558, 1.9481], [-1.4552, 1.7900, 3.4222], [-1.9394, 0.0849, 3.7592], [-2.9196, 1.1261, 2.7526], [-2.9561, -2.5088, -0.0827], [-1.8630, -2.1090, -1.6481], [-2.7393, -0.9337, -0.5946], [4.0868, 1.8434, -0.8277], [4.6209, 0.1892, -1.7048], [4.3871, 1.6848, -2.5459], [0.9484, 2.1798, -2.2312], [2.1866, 2.7602, -0.9974], [1.6143, -2.2152, -0.7172], [-1.2772, -3.0098, 1.8111], [0.3947, -3.0786, 1.3037], [-0.8448, -3.7759, 0.3223], [2.1820, 0.5310, -2.8711], [2.1376, -0.0195, -1.4122], [-3.1914, 1.4562, 0.5225]],
  "forces_ev_per_angstrom": [[-4.8, 2.3, 3.4], [-0.9, -1.6, -2.8], [2.1, -1.8, 1.4], [0.8, -0.6, -1.6], [-1.1, 0.0, -1.7], [0.5, -2.4, -1.0], [-0.5, -1.0, -2.0], [1.8, 0.9, 0.9], [1.4, -0.4, 1.8], [3.0, -3.9, -1.4], [2.2, -2.4, -1.7], [-3.3, -2.6, -0.1], [0.7, 0.0, 0.3], [-1.6, 0.6, 0.4], [0.4, 1.7, -0.8], [0.3, 0.4, 1.6], [0.0, 2.5, 0.4], [-0.9, -0.4, 0.5], [0.5, 1.6, 1.2], [0.2, 0.9, -0.3], [-1.3, 0.4, -0.1], [1.3, 0.2, -0.4], [-0.4, 0.3, 2.9], [0.2, 0.7, -0.1], [-0.1, -1.9, -1.2], [-1.1, 0.9, 0.5], [-0.1, 0.3, -0.5], [-0.8, 0.5, -0.3], [-0.4, -0.1, -0.7], [0.4, 1.1, -0.6], [0.1, -0.4, 0.6], [-2.0, 0.5, 0.1], [0.3, 2.3, 1.6], [1.5, 1.1, 0.5], [1.5, 1.2, -0.1], [0.0, -0.3, -0.8]]
}

No. 3
{
  "formula": "C9H21NO2P",
  "method": "wB97M-V/def2-TZVPD",
  "total_energy_ev": -24538.885,
  "charge": 1,
  "de_lowest_ev": 0.793,
  "lumo_energy_ev": -3.2,
  "e_homo_ev": -11.72,
  "elements": ["C", "C", "C", "C", "C", "C", "C", "C", "C", "N", "O", "O", "P", "H", "H", "H", "H", "H", "H", "H", "H", "H", "H", "H", "H", "H", "H", "H", "H", "H", "H", "H", "H", "H"],
  "xyz": [[0.5323, -0.2803, -1.1087], [-0.9451, -1.2823, 0.2636], [-1.1925, 1.0845, -0.0669], [-0.5256, -2.1822, 1.4083], [-1.8391, -1.9152, -0.6665], [-0.7826, 2.2210, 0.8078], [-2.6923, 1.2914, -0.6619], [2.7228, -1.3605, 0.1171], [2.8723, 1.6973, -0.5474], [-0.3418, 0.8322, -1.1901], [1.4547, 0.6483, 1.3183], [-1.0913, -0.0320, 0.7293], [1.9061, 0.1884, -0.0984], [0.8687, -0.7754, -2.0300], [0.2498, -1.6039, 2.0178], [-0.1096, -3.0860, 1.0737], [-1.3313, -2.3568, 2.0954], [-1.7395, -2.9582, -0.4061], [-1.5834, -1.6421, -1.7221], [-2.9028, -1.7126, -0.5817], [-0.8000, 1.7678, 1.8692], [-1.3470, 3.1514, 0.7284], [0.2334, 2.5311, 0.5081], [-3.4305, 0.7982, 0.0421], [-2.7879, 0.8070, -1.6382], [-2.9970, 2.3691, -0.7013], [2.8237, -1.6863, -0.8676], [3.6683, -1.1611, 0.7949], [1.9642, -1.9348, 0.6307], [2.2394, 2.3015, -1.1062], [3.1165, 2.1108, 0.3666], [3.7398, 1.3653, -1.0950], [0.8614, -0.0951, 1.7930], [-0.8143, 0.8993, -2.0765]],
  "forces_ev_per_angstrom": [[-0.4, -0.1, 1.4], [2.2, 1.7, 0.5], [-3.1, 0.8, -2.0], [1.6, 2.8, 0.6], [-0.9, -0.3, -2.3], [1.0, 0.5, 1.7], [0.0, -0.2, 1.6], [1.8, 1.9, 2.7], [-0.2, -3.5, -0.6], [0.9, 0.0, -2.1], [-2.0, -2.2, 2.9], [-1.2, -1.5, 2.1], [0.4, 0.1, -0.7], [-0.6, 0.2, 0.2], [-0.9, -1.2, -0.5], [0.5, -1.2, -0.4], [-0.7, -0.1, 0.2], [0.0, -0.6, -1.0], [-0.3, -0.7, 0.8], [-0.1, 0.5, 0.5], [0.1, 1.5, -1.5], [-0.5, -0.5, 0.1], [-0.4, -0.2, 0.6], [0.9, 0.5, -0.7], [-0.1, 0.2, 0.1], [0.6, -1.0, -0.2], [1.0, -1.2, -1.4], [-1.7, -1.0, -1.7], [0.2, -0.4, 0.2], [-1.0, 1.2, -1.1], [0.7, 1.1, 1.8], [0.4, 0.2, -0.3], [1.7, 2.6, -1.4], [-0.1, 0.0, 0.0]]
}

No. 4
{
  "formula": "C9H21NP",
  "method": "wB97M-V/def2-TZVPD",
  "total_energy_ev": -20442.317,
  "charge": 1,
  "de_lowest_ev": 2.681,
  "lumo_energy_ev": -2.9,
  "smiles": "CCCCP[C@@]1(C)[NH2+][C@@H]1CC",
  "e_homo_ev": -13.20,
  "elements": ["C", "C", "C", "C", "P", "C", "C", "N", "C", "C", "C", "H", "H", "H", "H", "H", "H", "H", "H", "H", "H", "H", "H", "H", "H", "H", "H", "H", "H", "H", "H", "H"],
  "xyz": [[4.2283, -0.6954, 0.2942], [3.3002, 0.5203, 0.0651], [1.9726, 0.1038, -0.4813], [1.1720, 1.3974, -1.0430], [0.0036, 2.3770, 0.0454], [-1.5423, 1.1552, 0.4792], [-2.3042, 1.4552, 1.7092], [-2.5226, 1.3359, -0.7314], [-1.8767, -0.0297, -0.5900], [-2.8017, -1.1554, -0.2578], [-2.0139, -2.4504, -0.4745], [3.6483, -1.6423, 0.3564], [4.9816, -0.6787, -0.5179], [4.8507, -0.6854, 1.1486], [3.6703, 1.2051, -0.7316], [3.2660, 1.0902, 1.0431], [2.1006, -0.6213, -1.4784], [1.3753, -0.4556, 0.3846], [1.8691, 2.0719, -1.5081], [0.5180, 1.1117, -1.8161], [0.5188, 1.8059, 1.2318], [-1.8456, 2.3978, 2.0178], [-2.0042, 0.5285, 2.2901], [-3.3410, 1.6282, 1.4173], [-2.2318, 1.8213, -1.5889], [-3.5022, 1.4931, -0.7037], [-0.9991, -0.3350, -1.0935], [-3.1854, -1.0729, 0.7969], [-3.7091, -1.1645, -1.0588], [-2.5969, -3.2786, -0.7933], [-1.5791, -2.7835, 0.4915], [-1.2635, -2.1632, -1.1941]],
  "forces_ev_per_angstrom": [[-0.1, -0.1, -1.6], [1.1, 0.5, 0.6], [-2.5, -0.9, -1.0], [0.0, -1.5, 1.7], [-0.1, -1.8, 1.4], [-0.1, 0.2, -5.2], [1.6, -1.3, 0.0], [2.7, -0.4, -2.8], [-1.3, 2.4, 4.3], [-2.3, -0.5, -1.0], [0.3, 0.5, 1.7], [0.5, 0.5, -0.4], [-0.6, -0.7, 0.1], [0.3, 0.5, 1.3], [0.5, -0.4, 0.8], [-0.5, -0.3, -1.2], [-0.2, 1.6, 2.8], [0.9, 0.9, -2.1], [0.3, 0.5, 0.0], [-0.7, -0.6, -1.4], [0.3, 0.7, 0.3], [-0.4, -0.2, 1.0], [-1.2, 1.5, 0.5], [0.0, -0.5, 1.0], [0.4, 0.1, 0.5], [-1.2, -0.6, 0.9], [0.5, 0.7, -1.4], [0.0, 0.0, -1.2], [1.9, 0.3, 2.0], [-0.6, -0.5, -0.6], [0.2, 0.3, -0.7], [0.5, -0.9, -0.3]]
}

No. 5
{
  "formula": "C9H21O3P",
  "method": "wB97M-V/def2-TZVPD",
  "total_energy_ev": -25101.331,
  "de_lowest_ev": 2.794,
  "lumo_energy_ev": 0.8,
  "smiles": "CCO[C@@H](OCCO)PC(C)(C)C",
  "e_homo_ev": -9.31,
  "elements": ["C", "C", "O", "C", "O", "C", "C", "O", "P", "C", "C", "C", "C", "H", "H", "H", "H", "H", "H", "H", "H", "H", "H", "H", "H", "H", "H", "H", "H", "H", "H", "H", "H", "H"],
  "xyz": [[-2.2813, 2.5599, 0.2743], [-1.6933, 1.7554, -0.8716], [-0.5900, 0.9943, -0.4585], [-0.4197, -0.2177, -1.0708], [-0.0738, -0.0079, -2.4665], [1.1619, 0.6933, -2.6988], [2.3503, -0.3050, -2.7583], [3.5111, 0.4047, -2.3150], [0.8896, -0.9167, -0.0008], [0.0193, -1.1546, 1.6404], [0.7854, -2.1706, 2.4152], [0.2593, 0.1769, 2.3410], [-1.4691, -1.5786, 1.5813], [-1.2340, 2.9714, 0.6076], [-3.0308, 3.3969, 0.0683], [-2.5555, 1.8428, 1.1076], [-1.3645, 2.4713, -1.5342], [-2.4043, 1.0458, -1.2590], [-1.4051, -0.6780, -1.1728], [0.9808, 1.0547, -3.6677], [1.3017, 1.3661, -1.8117], [2.1951, -1.1281, -2.0743], [2.6522, -0.5721, -3.7234], [3.2983, 0.8808, -1.4131], [0.7283, -2.0922, -0.5708], [1.0199, -3.0241, 1.7292], [1.7516, -1.8292, 2.7951], [0.1227, -2.4316, 3.3031], [0.0664, 0.3093, 3.3592], [-0.3031, 0.8764, 1.6728], [1.3120, 0.2323, 2.1561], [-2.1841, -0.6559, 1.5178], [-1.6717, -2.1662, 0.7386], [-1.7257, -2.1034, 2.5599]],
  "forces_ev_per_angstrom": [[2.4, 0.0, 1.9], [-1.9, -0.8, 0.9], [0.1, 1.4, 1.3], [-0.2, 1.0, -1.8], [-0.1, -0.7, 0.9], [-0.4, -2.3, 1.8], [0.3, 2.3, 2.1], [-0.1, 1.5, 2.6], [0.4, 1.3, 0.9], [-1.0, 0.3, 0.3], [0.1, -1.9, 0.4], [-0.6, 0.5, -3.2], [-0.7, 2.3, 2.0], [-2.2, 0.2, 0.2], [1.1, -1.5, 0.1], [-0.2, 1.1, -0.9], [0.5, 1.2, -2.3], [-0.5, 0.0, -0.8], [0.2, -0.7, 0.2], [0.2, 1.6, -1.0], [0.1, 0.1, -1.3], [-0.3, -0.5, -0.4], [-0.2, -0.9, -1.5], [0.5, -1.6, -2.6], [-0.1, -2.8, -0.7], [-0.4, 0.0, 1.1], [-0.1, 0.2, -0.1], [1.2, -0.2, -1.0], [-0.7, -0.3, 1.6], [0.8, 0.2, 1.2], [0.8, 1.2, 0.4], [1.3, -1.5, 0.0], [-0.4, -1.2, -1.0], [0.1, 0.5, -1.4]]
}

No. 6
{
  "formula": "C9H22BiClI2N3OP",
  "method": "wB97M-V/def2-TZVPD",
  "total_energy_ev": -60042.957,
  "charge": 2,
  "lumo_energy_ev": [-10.1, -10.1],
  "e_homo_ev": [-15.17, -15.21],
  "elements": ["I", "I", "Bi", "P", "C", "C", "H", "H", "H", "C", "H", "H", "H", "H", "H", "H", "C", "O", "Cl", "C", "N", "C", "C", "N", "N", "C", "C", "H", "H", "H", "H", "H", "H", "H", "H", "H", "H", "H", "H", "H"],
  "xyz": [[-3.6835, -0.6391, 2.9428], [-3.0302, 2.8668, 0.6482], [-1.7341, 0.1322, 0.9666], [-2.8665, -1.0588, -1.5088], [-3.5138, -0.2329, -3.0063], [-2.4041, -2.6657, -2.2636], [-4.2573, -2.2290, 0.0875], [-5.0777, -2.0108, -1.4957], [-4.9525, -0.6597, -0.3235], [-4.4488, -1.5363, -0.7330], [-2.0164, -3.3277, -1.4829], [-3.2957, -3.1008, -2.7389], [-4.3025, -0.8652, -3.4426], [-2.7144, -0.1099, -3.7452], [-1.6279, -2.5033, -3.0221], [-3.9341, 0.7458, -2.7658], [-1.3960, 1.5346, -1.5837], [-1.1646, 2.2535, -2.4353], [-0.9790, -2.4235, 0.8339], [2.0768, -1.2791, 2.5858], [2.7451, -0.1308, 1.9931], [4.0240, 0.2174, 2.5825], [2.1443, 0.5219, 0.9591], [0.9948, 0.0917, 0.4356], [2.6256, 1.6830, 0.4248], [3.8940, 2.3709, 0.5980], [1.8156, 2.2314, -0.6502], [2.6836, -1.6393, 3.4174], [1.9626, -2.0797, 1.8470], [1.0858, -0.9933, 2.9558], [4.8358, 0.1458, 1.8446], [3.9914, 1.2119, 3.0473], [4.2111, -0.5231, 3.3692], [0.8217, -0.9008, 0.6236], [4.4456, 2.3506, -0.3531], [3.6817, 3.4249, 0.8192], [4.5301, 1.9776, 1.3776], [1.6076, 1.4705, -1.4072], [0.8640, 2.6212, -0.2747], [2.3575, 3.0569, -1.1270]],
  "forces_ev_per_angstrom": [[0.7, 0.6, -0.8], [-0.6, 0.7, 0.1], [-0.8, -2.8, 0.1], [-1.8, -1.0, 0.0], [0.4, 0.6, 0.0], [0.9, 0.1, 0.4], [-0.1, -0.1, 0.0], [0.1, 0.1, 0.2], [-0.1, 0.0, -0.1], [0.1, 0.1, 0.2], [-0.1, 0.0, -0.3], [0.2, 0.3, 0.2], [0.3, 0.1, 0.3], [-0.2, 0.0, 0.1], [-0.2, -0.1, 0.2], [0.0, 0.0, -0.1], [1.0, 2.1, -1.9], [-0.5, -1.4, 1.3], [0.1, 0.9, 0.3], [-0.6, -0.4, -0.1], [-0.6, 0.4, -1.1], [0.6, -0.1, 0.5], [2.4, 0.9, 1.7], [-0.4, -0.4, -0.5], [-0.9, -1.2, 0.1], [0.6, 0.6, -0.1], [-0.2, 0.6, -1.0], [-0.3, 0.0, -0.2], [0.0, -0.1, 0.2], [0.2, -0.2, 0.1], [-0.2, 0.0, 0.3], [0.1, -0.3, -0.1], [0.1, 0.4, -0.3], [0.1, -0.2, 0.1], [-0.2, -0.1, 0.2], [0.0, -0.2, 0.0], [-0.2, 0.1, -0.3], [0.1, 0.3, 0.1], [0.2, 0.0, 0.0], [-0.1, -0.3, 0.2]]
}